1.
C61H54Cl2CoN6O3S3Si as an isolated structure, computed with ωB97M-V/def2-TZVPD.

Expectation value of S²: 1.015
Energy relative to the best compared isomer or geometry (same formula, charge and spin): 0.0 kcal/mol
Multiplicity: 2
Frontier orbital gap (alpha / beta): 5.34 / 5.34 eV

The geometry in XYZ format:
```
131
Properties=species:S:1:pos:R:3:mulliken_charge:R:1
Co -2.54 -0.90 -0.13 -1.361
Cl -7.51 -0.78 0.36 -0.238
C -6.31 0.17 1.18 0.385
C -6.72 1.15 2.09 -0.455
C -5.80 1.93 2.75 0.620
Cl -6.35 3.13 3.88 -0.284
C -4.42 1.76 2.51 0.235
C -3.39 2.50 3.13 -1.528
C -2.08 2.24 2.80 -0.725
C -1.80 1.24 1.86 -0.712
N -2.73 0.53 1.28 1.728
C -4.03 0.77 1.59 0.189
C -4.97 -0.08 0.90 -0.442
O -4.53 -0.97 0.09 -0.264
H -7.77 1.29 2.27 0.469
H -3.64 3.26 3.86 0.424
H -1.27 2.79 3.26 0.585
H -0.77 1.02 1.57 0.556
C 4.11 -0.19 7.65 -1.465
C 3.51 -0.32 6.27 1.034
C 2.15 -0.11 6.05 -0.871
C 1.61 -0.22 4.78 -0.120
C 2.44 -0.54 3.72 -0.103
C 3.79 -0.77 3.91 -0.645
C 4.32 -0.66 5.19 -0.949
S 1.78 -0.70 2.04 1.543
O 2.60 -1.76 1.40 -0.669
C 2.36 0.94 1.46 1.571
C 1.88 2.05 2.20 -0.752
C 2.14 3.32 1.79 -1.209
C 2.86 3.56 0.60 1.268
C 3.07 4.88 0.11 -0.939
C 3.72 5.08 -1.07 -0.665
C 4.19 3.99 -1.82 -0.897
C 4.02 2.71 -1.36 -0.781
C 3.36 2.46 -0.13 0.074
C 3.11 1.12 0.32 -0.600
C 3.70 0.01 -0.48 -0.397
C 5.08 -0.28 -0.32 1.122
C 5.89 0.38 0.64 -0.896
C 7.20 0.03 0.81 -0.937
C 7.78 -0.99 0.03 -0.698
C 7.03 -1.64 -0.91 -0.964
C 5.67 -1.31 -1.10 0.811
C 4.87 -2.01 -2.03 -1.306
C 3.54 -1.72 -2.17 -1.082
C 2.96 -0.70 -1.39 0.729
S 1.16 -0.51 -1.53 1.242
O 0.76 -1.45 -2.60 -0.673
C 1.20 1.13 -2.30 0.924
C 1.54 1.22 -3.63 -0.653
C 1.47 2.45 -4.27 -1.616
C 1.06 3.59 -3.58 1.056
C 0.94 4.92 -4.28 -1.660
C 0.72 3.47 -2.24 -0.697
C 0.79 2.25 -1.59 0.210
H 3.34 -0.03 8.40 0.344
H 4.80 0.65 7.68 0.311
H 4.67 -1.09 7.91 0.356
H 1.51 0.15 6.89 0.329
H 0.55 -0.08 4.62 0.506
H 4.41 -1.05 3.07 0.521
H 5.38 -0.84 5.35 0.411
H 1.33 1.88 3.11 0.412
H 1.78 4.16 2.38 0.384
H 2.68 5.71 0.68 0.444
H 3.88 6.09 -1.44 0.449
H 4.69 4.16 -2.77 0.424
H 4.36 1.87 -1.95 0.470
H 5.46 1.16 1.25 0.499
H 7.81 0.54 1.55 0.448
H 8.82 -1.25 0.17 0.398
H 7.47 -2.43 -1.51 0.457
H 5.32 -2.80 -2.63 0.391
H 2.90 -2.26 -2.86 0.702
H 1.83 0.33 -4.18 0.588
H 1.74 2.53 -5.32 0.357
H 1.35 4.87 -5.29 0.423
H 1.48 5.70 -3.73 0.313
H -0.10 5.23 -4.34 0.302
H 0.40 4.35 -1.69 0.299
H 0.51 2.16 -0.55 -0.255
C -0.63 -4.51 -2.75 -1.217
Si -1.66 -3.84 -1.32 0.602
C -0.43 -3.72 0.08 0.037
C -3.08 -5.01 -0.93 -1.039
N -2.38 -2.25 -1.56 1.213
C -2.93 -1.91 -2.76 0.614
C -3.42 -0.50 -2.82 -0.661
C -3.83 0.17 -4.15 0.326
C -3.68 -0.72 -5.34 -1.362
C -3.34 -2.01 -5.18 -0.782
C -2.99 -2.63 -3.92 -0.707
H 0.04 -5.28 -2.35 0.419
H -0.02 -3.71 -3.16 0.235
H -1.20 -4.97 -3.56 0.454
H -0.07 -4.72 0.36 0.566
H -0.86 -3.27 0.97 -0.727
H 0.44 -3.13 -0.21 -0.174
H -2.71 -6.01 -0.65 0.384
H -3.75 -5.11 -1.78 0.364
H -3.64 -4.61 -0.09 0.008
H -4.15 -0.35 -2.03 0.189
H -4.85 0.59 -4.12 0.707
H -3.90 -0.31 -6.33 0.341
H -3.30 -2.64 -6.06 0.353
H -2.70 -3.67 -3.93 0.279
S -1.94 -1.87 2.81 -0.288
C -2.65 -3.32 3.23 -0.400
N -2.64 -3.70 4.56 0.056
C -3.21 -4.84 4.99 -0.057
C -3.82 -5.66 4.10 -1.114
C -3.81 -5.25 2.75 0.299
N -3.25 -4.14 2.34 0.037
H -2.18 -3.07 5.20 0.225
H -3.15 -5.05 6.05 0.431
H -4.29 -6.58 4.41 0.384
H -4.27 -5.85 1.98 0.445
N -3.73 3.38 -4.56 -0.423
C -3.26 2.62 -3.54 -0.085
C -2.74 1.27 -3.91 -0.513
C -2.23 0.46 -2.69 1.130
N -2.17 1.02 -1.36 2.345
C -2.67 2.19 -1.21 -0.939
C -3.21 3.03 -2.25 -1.724
H -3.96 2.92 -5.43 0.233
H -4.27 4.20 -4.34 0.230
H -2.01 1.36 -4.73 0.611
H -1.29 -0.05 -2.90 -0.649
H -2.69 2.60 -0.20 0.126
H -3.59 4.01 -1.97 0.414
```

=====

2.
One molecule with the formula C3H5F2NO at a distorted geometry, computed with ωB97M-V/def2-TZVPD.

SMILES string: O=CNCC(F)F
Energy relative to the best compared isomer or geometry (same formula, charge and spin): 3.9 kcal/mol
Frontier orbital gap: 11.00 eV

The geometry in XYZ format:
```
12
Properties=species:S:1:pos:R:3:mulliken_charge:R:1
O -2.94 0.60 0.07 -0.562
C -1.77 0.50 -0.27 0.103
N -0.96 -0.50 0.17 -0.144
C 0.45 -0.70 -0.22 -0.685
C 1.42 0.32 0.32 0.390
F 1.03 1.59 0.05 -0.264
F 2.66 0.12 -0.18 -0.253
H -1.26 1.15 -1.03 0.301
H -1.36 -0.97 0.94 0.236
H 0.44 -0.59 -1.34 0.328
H 0.79 -1.71 0.07 0.318
H 1.49 0.20 1.40 0.232
```

=====

3.
C18Cl72 as an isolated structure at a distorted geometry, computed with ωB97M-V/def2-TZVPD.

Frontier orbital gap: 10.79 eV

The geometry in XYZ format:
```
90
Properties=species:S:1:pos:R:3:mulliken_charge:R:1
C -28.30 -9.69 10.11 0.037
Cl -28.02 -8.00 9.60 -0.086
Cl -29.92 -9.79 10.69 -0.114
Cl -28.04 -10.80 8.74 0.105
Cl -27.07 -10.08 11.40 0.040
C -23.72 -5.20 9.36 0.104
Cl -22.35 -5.71 10.39 -0.004
Cl -24.16 -6.68 8.40 0.096
Cl -25.06 -4.59 10.29 -0.063
Cl -23.12 -3.96 8.18 -0.098
C -22.42 -9.43 3.25 0.080
Cl -23.89 -9.82 2.40 -0.070
Cl -21.45 -8.40 2.23 -0.085
Cl -22.84 -8.65 4.79 0.075
Cl -21.61 -10.96 3.65 -0.001
C -30.76 -9.48 5.16 0.120
Cl -31.68 -9.54 3.58 -0.115
Cl -29.49 -8.27 5.11 0.060
Cl -31.93 -9.14 6.47 -0.081
Cl -30.03 -11.14 5.38 0.002
C -17.30 -12.71 12.38 0.132
Cl -18.24 -12.85 13.86 -0.060
Cl -15.57 -12.65 12.64 -0.092
Cl -17.63 -14.19 11.54 -0.077
Cl -17.92 -11.31 11.45 0.017
C -23.72 -15.69 3.71 0.022
Cl -25.18 -15.25 4.76 0.007
Cl -22.35 -14.70 4.15 0.029
Cl -23.28 -17.39 3.99 -0.077
Cl -24.17 -15.44 2.07 -0.046
C -16.28 -12.80 6.76 0.148
Cl -15.49 -14.06 5.79 -0.084
Cl -15.17 -11.39 7.03 -0.121
Cl -17.70 -12.29 5.97 0.051
Cl -16.66 -13.45 8.35 0.030
C -21.73 -13.76 13.18 -0.008
Cl -21.00 -13.07 11.76 0.209
Cl -21.14 -15.37 13.55 -0.077
Cl -21.66 -12.78 14.64 -0.070
Cl -23.45 -14.00 12.69 -0.062
C -21.14 -8.85 13.66 0.039
Cl -21.67 -9.75 12.27 0.222
Cl -19.54 -9.54 14.15 -0.087
Cl -20.94 -7.13 13.23 -0.092
Cl -22.15 -8.93 15.14 -0.059
C -27.93 -12.98 15.16 0.282
Cl -29.59 -12.72 14.73 -0.096
Cl -27.59 -14.56 15.76 -0.096
Cl -26.94 -12.55 13.74 0.035
Cl -27.46 -11.78 16.39 -0.125
C -23.84 -17.58 9.33 0.096
Cl -25.04 -17.77 10.73 -0.127
Cl -23.63 -19.11 8.56 -0.089
Cl -24.41 -16.38 8.18 0.154
Cl -22.31 -17.18 10.15 -0.044
C -25.85 -6.23 14.41 0.221
Cl -27.49 -6.70 13.90 -0.079
Cl -24.75 -6.96 13.23 0.097
Cl -25.70 -4.47 14.61 -0.102
Cl -25.47 -7.00 15.97 -0.111
C -28.28 -13.46 1.53 0.200
Cl -27.31 -12.42 2.73 -0.002
Cl -29.77 -12.64 0.98 -0.077
Cl -27.23 -13.94 0.16 -0.080
Cl -28.82 -14.94 2.38 -0.082
C -28.48 -14.83 7.46 0.164
Cl -30.18 -14.67 7.90 -0.093
Cl -28.07 -16.41 6.83 -0.084
Cl -27.91 -13.61 6.34 0.072
Cl -27.57 -14.63 8.94 -0.043
C -19.59 -16.41 6.23 0.098
Cl -18.21 -16.60 7.32 -0.067
Cl -20.97 -15.69 7.00 0.190
Cl -19.00 -15.41 4.80 -0.097
Cl -20.11 -18.03 5.55 -0.103
C -26.33 -5.89 3.93 0.148
Cl -25.72 -5.75 5.55 0.005
Cl -25.44 -4.65 2.88 -0.145
Cl -26.08 -7.49 3.29 0.045
Cl -28.05 -5.46 3.86 -0.096
C -23.49 -11.89 8.30 -0.650
Cl -24.49 -12.54 6.99 0.261
Cl -23.47 -10.07 8.30 0.203
Cl -24.14 -12.35 9.86 0.272
Cl -21.80 -12.44 8.09 0.131
C -19.20 -8.23 7.10 0.080
Cl -17.60 -7.47 7.09 -0.112
Cl -19.26 -9.11 5.54 -0.055
Cl -19.40 -9.33 8.43 0.038
Cl -20.42 -6.97 7.22 -0.034
```

=====

4.
One molecule with the formula C4H6N2O2 at a distorted geometry, computed with ωB97M-V/def2-TZVPD.

SMILES string: C=CC(=O)/N=C(/N)O
Energy relative to the best compared isomer or geometry (same formula, charge and spin): 67.0 kcal/mol
Frontier orbital gap (alpha / beta): 8.96 / 8.96 eV

The geometry in XYZ format:
```
14
Properties=species:S:1:pos:R:3:mulliken_charge:R:1
C -2.08 -0.09 0.51 -0.700
C -1.11 0.79 0.25 -0.191
C -0.37 0.87 -1.23 0.743
O -0.57 1.84 -1.92 -0.564
N 0.49 -0.13 -1.34 -0.532
C 1.10 -0.28 -0.16 0.423
N 1.51 -1.50 0.25 -0.426
O 1.75 0.69 0.51 -0.453
H -2.89 0.15 1.18 0.282
H -2.06 -1.08 0.06 0.244
H -1.08 1.75 0.76 0.300
H 1.67 -1.62 1.24 0.263
H 1.01 -2.26 -0.20 0.247
H 2.61 0.88 0.11 0.366
```